# 1
The following is a quantum chemistry calculation of a 2-piece molecular cluster, C4H9N2O2 overall in a non-equilibrium geometry, from the OMol25 dataset.

## Properties
Kohn-Sham gap: 5.21 eV
ΔE to the lowest compared entry with this formula, charge and spin: 8.047 eV
molecular weight: 117.128 g/mol

Structure (ORCA input):
```
! wB97M-V def2-TZVPD RIJCOSX def2/J DEFGRID3
* xyz -1 1
C -0.38 -0.53 0.75
C 0.66 -0.11 -0.34
C 1.07 1.27 -0.15
N 1.91 1.01 0.95
N -1.77 -0.10 0.41
C -2.42 -0.84 -0.82
O -1.77 -1.85 -0.95
O -3.35 -0.36 -1.44
H -0.18 -1.62 0.71
H -0.15 -0.41 1.77
H 1.60 -0.75 -0.10
H 0.29 -0.61 -1.26
H 1.58 1.64 -0.97
H 0.27 1.97 0.10
H 2.19 -1.36 -0.30
H 2.38 1.78 1.31
H -1.92 0.87 0.33
*
```

In the Mulliken picture, each atom carries the following charge in e: number 1, C, carries -0.823; number 2, C, carries 0.065; number 3, C, carries -0.517; number 4, N, carries -0.711; number 5, N, carries -0.365; number 6, C, carries 0.596; number 7, O, carries -0.658; number 8, O, carries -0.719; number 9, H, carries 0.336; number 10, H, carries 0.437; number 11, H, carries -0.788; number 12, H, carries 0.544; number 13, H, carries 0.364; number 14, H, carries 0.272; number 15, H, carries 0.656; number 16, H, carries 0.055; number 17, H, carries 0.255


# 2
The following is a quantum chemistry calculation of an isolated ion of composition C4H9N2O2 and charge +1 in a non-equilibrium geometry, from the OMol25 dataset.

## Properties
Kohn-Sham gap: 10.75 eV
SMILES: NC(=O)C[C@H]([NH3+])C=O
ΔE to the lowest compared entry with this formula, charge and spin: 1.532 eV
molecular weight: 117.128 g/mol

Structure (ORCA input):
```
! wB97M-V def2-TZVPD RIJCOSX def2/J DEFGRID3
* xyz 1 1
N -1.24 1.47 2.24
C -0.80 1.02 1.01
O -1.43 1.33 0.02
C 0.29 -0.07 0.97
C -0.04 -0.81 -0.35
N 0.96 -2.16 -0.37
C 0.50 0.02 -1.63
O 1.43 -0.37 -2.27
H -1.51 2.38 2.20
H -0.63 1.34 2.99
H 0.30 -0.65 1.88
H 1.33 0.40 0.93
H -1.02 -1.21 -0.31
H 0.89 -2.52 0.49
H 2.00 -1.74 -0.45
H 0.84 -2.85 -1.07
H -0.01 0.98 -1.71
*
```

In the Mulliken picture, each atom carries the following charge in e: number 1, N, carries -0.454; number 2, C, carries 0.485; number 3, O, carries -0.550; number 4, C, carries -0.744; number 5, C, carries -0.257; number 6, N, carries -0.421; number 7, C, carries 0.038; number 8, O, carries -0.422; number 9, H, carries 0.276; number 10, H, carries 0.228; number 11, H, carries 0.473; number 12, H, carries 0.347; number 13, H, carries 0.500; number 14, H, carries 0.300; number 15, H, carries 0.406; number 16, H, carries 0.318; number 17, H, carries 0.476


# 3
The following is a quantum chemistry calculation of an isolated ion of composition C4H9N2O2 and charge +1 in a non-equilibrium geometry, from the OMol25 dataset.

## Properties
Kohn-Sham gap: 11.46 eV
SMILES: C[N+]1(C[N+](=O)[O-])CC1
ΔE to the lowest compared entry with this formula, charge and spin: 7.163 eV
molecular weight: 117.128 g/mol

Structure (ORCA input):
```
! wB97M-V def2-TZVPD RIJCOSX def2/J DEFGRID3
* xyz 1 1
C -0.99 -0.39 -0.99
N 0.23 -0.29 -0.30
C -0.08 -0.35 1.47
N -1.05 0.77 1.67
O -1.06 1.58 0.79
O -1.76 0.62 2.63
C 1.08 0.82 -0.79
C 1.50 -0.60 -0.79
H -1.46 0.54 -1.10
H -0.93 -0.75 -1.98
H -1.55 -1.15 -0.58
H -0.62 -1.41 1.55
H 0.88 -0.15 1.99
H 1.49 1.58 -0.17
H 0.53 1.30 -1.68
H 1.70 -1.24 -1.74
H 2.08 -0.89 0.01
*
```

In the Mulliken picture, each atom carries the following charge in e: number 1, C, carries -1.234; number 2, N, carries 0.132; number 3, C, carries -0.482; number 4, N, carries 1.020; number 5, O, carries -0.490; number 6, O, carries -0.498; number 7, C, carries -0.294; number 8, C, carries -0.249; number 9, H, carries 0.479; number 10, H, carries 0.471; number 11, H, carries 0.433; number 12, H, carries 0.367; number 13, H, carries 0.355; number 14, H, carries 0.248; number 15, H, carries 0.249; number 16, H, carries 0.253; number 17, H, carries 0.241


# 4
The following is a quantum chemistry calculation of an isolated ion of composition C4H9N2O3 and charge +1 in a non-equilibrium geometry, from the OMol25 dataset.

## Properties
Kohn-Sham gap: 10.59 eV
SMILES: CC(=O)O[N+](=O)N(C)C
ΔE to the lowest compared entry with this formula, charge and spin: 4.878 eV
molecular weight: 133.127 g/mol

Structure (ORCA input):
```
! wB97M-V def2-TZVPD RIJCOSX def2/J DEFGRID3
* xyz 1 1
C -3.17 -0.44 -0.72
C -2.12 -0.16 0.33
O -2.13 0.08 1.47
O -0.67 -0.37 -0.20
N 0.16 0.58 0.05
O -0.13 1.73 0.13
N 1.39 0.22 0.26
C 2.33 1.27 0.44
C 1.68 -1.23 -0.01
H -2.57 -0.71 -1.53
H -3.90 0.40 -0.79
H -3.79 -1.33 -0.39
H 2.10 2.10 -0.20
H 2.34 1.71 1.46
H 3.33 0.92 0.33
H 1.22 -1.97 0.67
H 1.20 -1.40 -0.99
H 2.74 -1.42 -0.31
*
```

In the Mulliken picture, each atom carries the following charge in e: number 1, C, carries -0.850; number 2, C, carries 0.687; number 3, O, carries -0.348; number 4, O, carries -0.380; number 5, N, carries 1.059; number 6, O, carries -0.588; number 7, N, carries -0.029; number 8, C, carries -0.689; number 9, C, carries -0.687; number 10, H, carries 0.317; number 11, H, carries 0.319; number 12, H, carries 0.304; number 13, H, carries 0.310; number 14, H, carries 0.318; number 15, H, carries 0.315; number 16, H, carries 0.301; number 17, H, carries 0.328; number 18, H, carries 0.314


# 5
The following is a quantum chemistry calculation of a 2-piece molecular cluster, C4H9N2O4 overall in a non-equilibrium geometry, from the OMol25 dataset.

## Properties
Kohn-Sham gap: 8.72 eV
ΔE to the lowest compared entry with this formula, charge and spin: 2.589 eV
molecular weight: 149.126 g/mol

Structure (ORCA input):
```
! wB97M-V def2-TZVPD RIJCOSX def2/J DEFGRID3
* xyz 1 1
C 0.01 1.37 0.72
C 1.97 0.40 -0.40
C 2.83 -0.85 -0.25
C -2.06 -0.05 0.11
N -3.15 0.73 -0.08
N -2.06 -1.32 -0.03
O -0.05 2.39 -0.06
O 2.05 1.25 -1.20
O 1.94 -1.74 0.43
O 0.94 0.44 0.61
H -0.51 1.54 1.69
H 3.78 -0.93 0.27
H 3.13 -1.19 -1.34
H -3.03 1.68 0.07
H -4.09 0.45 -0.29
H -2.97 -1.81 -0.39
H 0.42 2.20 -0.88
H -1.44 -1.93 0.36
H 2.29 -2.64 0.66
*
```

In the Mulliken picture, each atom carries the following charge in e: number 1, C, carries 0.138; number 2, C, carries 0.664; number 3, C, carries -0.332; number 4, C, carries 0.008; number 5, N, carries -0.294; number 6, N, carries -0.249; number 7, O, carries -0.377; number 8, O, carries -0.506; number 9, O, carries -0.498; number 10, O, carries -0.237; number 11, H, carries 0.435; number 12, H, carries 0.337; number 13, H, carries 0.270; number 14, H, carries 0.230; number 15, H, carries 0.172; number 16, H, carries 0.235; number 17, H, carries 0.444; number 18, H, carries 0.234; number 19, H, carries 0.326


# 6
The following is a quantum chemistry calculation of an isolated ion of composition C4H9N2OS and charge -1 in a non-equilibrium geometry, from the OMol25 dataset.

## Properties
Kohn-Sham gap: 6.74 eV
SMILES: NC[C@@H](C[S-])NC=O
ΔE to the lowest compared entry with this formula, charge and spin: 2.321 eV
molecular weight: 133.196 g/mol

Structure (ORCA input):
```
! wB97M-V def2-TZVPD RIJCOSX def2/J DEFGRID3
* xyz -1 1
N -1.91 -0.52 1.04
C -0.52 -0.09 1.16
C 0.03 0.28 -0.25
C 0.05 1.71 -0.33
S 0.88 2.48 -1.90
N 1.26 -0.37 -0.76
C 1.44 -1.68 -0.74
O 0.46 -2.31 -0.37
H -2.01 -1.56 1.06
H -2.70 0.01 0.87
H -0.44 0.77 1.89
H 0.16 -0.89 1.43
H -0.58 -0.28 -1.12
H 0.60 2.10 0.53
H -0.94 2.06 -0.07
H 1.85 0.39 -1.31
H 2.37 -2.10 -1.13
*
```

In the Mulliken picture, each atom carries the following charge in e: number 1, N, carries -0.443; number 2, C, carries -0.622; number 3, C, carries 0.459; number 4, C, carries -1.152; number 5, S, carries -0.647; number 6, N, carries -0.116; number 7, C, carries -0.107; number 8, O, carries -0.623; number 9, H, carries 0.173; number 10, H, carries 0.129; number 11, H, carries 0.294; number 12, H, carries 0.389; number 13, H, carries 0.012; number 14, H, carries 0.279; number 15, H, carries 0.359; number 16, H, carries 0.194; number 17, H, carries 0.425